Record 1
{
  "formula": "C38H78Cl2F5N8O8P3S",
  "method": "ωB97M-V with the def2-TZVPD basis set",
  "fmax_ev_per_a": 6.9,
  "homo_energy_ev": -7.595,
  "smiles": "C=C[C@@](O[C@@](CC)(N(C(C)=O)C(C)=O)[C@](CCCC(F)(F)C(F)(F)F)(ON=O)O[C@@H](CC)[PH2]=S)([C@H](C)CC)[C@H](Cl)[C@@H](C)Cl.CN(C)P(=O)(N(C)C)N(C)C.CN(C)P(=O)(N(C)C)N(C)C",
  "gap_ev": 6.920,
  "e_above_lowest_kj_mol": 0.0,
  "elements": ["C", "C", "C", "O", "C", "C", "C", "N", "C", "C", "O", "C", "C", "O", "C", "C", "C", "C", "C", "F", "F", "C", "F", "F", "F", "O", "N", "O", "O", "C", "C", "C", "P", "S", "C", "C", "C", "C", "C", "Cl", "C", "C", "Cl", "H", "H", "H", "H", "H", "H", "H", "H", "H", "H", "H", "H", "H", "H", "H", "H", "H", "H", "H", "H", "H", "H", "H", "H", "H", "H", "H", "H", "H", "H", "H", "H", "H", "H", "H", "H", "H", "H", "H", "H", "H", "H", "O", "P", "N", "C", "C", "N", "C", "C", "N", "C", "C", "H", "H", "H", "H", "H", "H", "H", "H", "H", "H", "H", "H", "H", "H", "H", "H", "H", "H", "O", "P", "N", "C", "C", "N", "C", "C", "N", "C", "C", "H", "H", "H", "H", "H", "H", "H", "H", "H", "H", "H", "H", "H", "H", "H", "H", "H", "H"],
  "coordinates": [[-5.84176, 0.88959, -4.93172], [-6.63008, 1.29876, -3.86140], [-6.14249, 1.58580, -2.36742], [-4.87583, 1.01033, -2.29556], [-3.71529, 1.19768, -1.55215], [-3.37402, 2.52745, -0.85733], [-4.32150, 3.00209, 0.30276], [-3.54188, 0.11701, -0.57024], [-3.94120, -1.23489, -0.79440], [-3.16884, -2.31696, -1.58444], [-4.88898, -1.66420, -0.22199], [-2.92175, 0.27152, 0.70699], [-3.79884, 0.14481, 1.98375], [-1.78172, 0.46379, 0.90964], [-2.51551, 0.99196, -2.66950], [-2.10354, 2.30472, -3.38535], [-3.21900, 3.08765, -4.13979], [-3.18127, 4.63950, -3.90999], [-1.80343, 5.26323, -4.12413], [-1.11060, 5.35059, -2.95822], [-1.05943, 4.64715, -5.05520], [-2.00525, 6.76900, -4.55881], [-0.98946, 7.52266, -4.17258], [-3.05954, 7.25086, -3.87027], [-2.25236, 6.90252, -5.84170], [-3.04650, 0.03142, -3.57474], [-2.60730, 0.12704, -4.87757], [-2.71197, -0.91283, -5.41341], [-1.33624, 0.60266, -1.99681], [-0.52153, -0.36873, -2.58508], [0.47790, 0.10186, -3.68257], [1.27428, -1.17050, -4.17488], [0.57220, -0.97801, -1.15197], [1.46453, 0.53093, -0.27868], [-6.37919, 3.14962, -2.23168], [-7.32600, 3.60532, -1.08881], [-6.85101, 3.87454, -3.53462], [-6.86397, 5.44572, -3.33487], [-7.23955, 0.70577, -1.63842], [-7.07116, 0.63605, 0.15335], [-7.56345, -0.73337, -2.15307], [-8.89624, -0.80771, -2.98582], [-6.35782, -1.73070, -3.01791], [-5.77366, -0.17213, -5.21684], [-5.28039, 1.61295, -5.54042], [-7.71673, 1.37364, -4.03283], [-3.40606, 3.39417, -1.53323], [-2.33496, 2.56466, -0.49939], [-4.87821, 3.90774, 0.03712], [-3.64610, 3.32582, 1.11747], [-4.94359, 2.21122, 0.73043], [-3.35479, -2.26386, -2.66476], [-3.49213, -3.31518, -1.26087], [-2.10012, -2.25927, -1.32246], [-3.40267, 0.75886, 2.79884], [-4.86061, 0.33315, 1.78561], [-3.72798, -0.91016, 2.30654], [-1.61298, 3.01330, -2.70162], [-1.31039, 2.10934, -4.12086], [-3.04642, 2.96356, -5.22081], [-4.23652, 2.78677, -3.87663], [-3.65890, 4.93623, -2.96757], [-3.83227, 5.05006, -4.70433], [-1.00694, -1.27926, -2.97733], [-0.03008, 0.44945, -4.59464], [1.15167, 0.87134, -3.28442], [1.11246, -1.30275, -5.25774], [2.35507, -1.03271, -4.04353], [0.90412, -2.09843, -3.71573], [1.51314, -1.93314, -1.58797], [-0.26332, -1.65489, -0.21921], [-5.45379, 3.71927, -2.02786], [-7.37475, 4.69821, -0.97142], [-8.37018, 3.27170, -1.23531], [-7.01216, 3.24579, -0.10023], [-7.88114, 3.63241, -3.83036], [-6.11750, 3.77877, -4.35067], [-6.70434, 5.93559, -4.30795], [-7.82940, 5.76038, -2.91612], [-6.01492, 5.72596, -2.69076], [-8.17463, 1.25370, -1.82706], [-7.82406, -1.31923, -1.25920], [-9.66386, -0.12541, -2.60144], [-8.64907, -0.60242, -4.03933], [-9.19513, -1.86558, -2.96079], [6.06865, -0.41619, 4.99172], [5.51527, 0.60166, 4.00356], [6.80939, 0.55483, 2.88147], [7.99749, 1.37025, 2.80404], [6.89066, -0.63693, 2.05069], [5.45615, 1.91518, 5.13752], [6.33830, 3.06313, 5.15096], [5.19263, 1.51733, 6.52349], [4.61695, 1.56208, 2.87870], [5.08961, 2.46947, 1.85800], [3.18912, 1.69571, 3.17390], [8.19984, 1.63068, 1.75724], [8.88164, 0.85979, 3.20688], [7.89984, 2.32187, 3.31922], [6.23505, -0.54305, 1.17422], [6.58406, -1.52874, 2.60510], [7.90501, -0.82011, 1.69378], [7.38412, 2.78028, 5.32357], [6.05764, 3.75073, 5.95266], [6.24934, 3.66192, 4.24252], [6.10593, 1.18752, 7.03595], [4.46816, 0.70658, 6.56973], [4.76555, 2.35264, 7.08546], [5.88813, 3.12952, 2.19972], [4.28283, 3.12034, 1.51738], [5.44859, 1.93007, 0.97627], [2.99321, 2.57393, 3.80090], [2.82502, 0.81650, 3.71034], [2.59407, 1.77007, 2.26287], [3.76174, -5.36572, 2.17880], [5.09094, -5.44632, 2.91579], [5.82408, -6.63791, 1.92650], [5.84467, -8.07389, 2.06852], [6.25100, -6.19658, 0.60803], [4.40772, -5.93233, 4.43552], [4.50352, -7.25184, 5.02338], [3.06798, -5.40136, 4.70335], [6.61526, -5.21112, 3.70557], [7.70365, -6.14104, 3.90062], [6.70853, -4.00406, 4.53144], [6.84578, -8.45518, 1.82939], [5.12269, -8.56949, 1.40720], [5.64892, -8.40812, 3.08393], [7.24724, -5.73513, 0.65810], [5.55888, -5.45755, 0.19418], [6.29782, -7.02026, -0.10531], [4.01979, -8.01767, 4.40428], [4.01045, -7.27197, 5.99839], [5.53606, -7.53233, 5.24075], [2.28533, -6.00175, 4.22111], [2.97275, -4.37632, 4.35067], [2.87338, -5.38265, 5.77922], [7.37793, -7.12897, 4.22879], [8.38837, -5.77748, 4.66861], [8.29505, -6.26491, 2.98776], [6.40907, -4.20598, 5.56594], [6.05226, -3.22227, 4.14402], [7.71765, -3.58811, 4.52982]],
  "lowdin_charge": [0.00, -0.12, -0.36, -0.01, -0.28, -0.10, -0.06, 0.09, -0.43, 0.01, 0.08, -0.45, 0.00, 0.12, -0.34, -0.08, -0.13, -0.07, -0.44, 0.12, 0.15, -0.58, 0.18, 0.14, 0.20, -0.04, 0.01, 0.09, -0.09, -0.51, -0.23, -0.11, 0.45, 0.14, -0.26, -0.09, -0.21, -0.09, -0.56, 0.74, -0.70, -0.12, 0.73, 0.04, 0.06, 0.11, 0.09, 0.13, 0.07, 0.09, 0.03, 0.07, 0.09, 0.05, 0.09, 0.03, 0.09, 0.12, 0.11, 0.12, 0.08, 0.11, 0.13, 0.10, 0.09, 0.09, 0.07, 0.08, 0.05, -0.01, -0.02, 0.10, 0.08, 0.09, 0.04, 0.12, 0.09, 0.07, 0.07, 0.07, 0.09, 0.07, 0.08, 0.06, 0.07, -0.29, 0.74, -0.35, -0.13, -0.12, -0.31, -0.14, -0.16, -0.31, -0.10, -0.13, 0.08, 0.08, 0.05, 0.08, 0.05, 0.08, 0.08, 0.08, 0.07, 0.08, 0.07, 0.08, 0.06, 0.09, 0.08, 0.08, 0.07, 0.04, -0.29, 0.73, -0.35, -0.13, -0.13, -0.31, -0.14, -0.15, -0.32, -0.11, -0.13, 0.08, 0.08, 0.05, 0.07, 0.07, 0.08, 0.08, 0.08, 0.07, 0.08, 0.07, 0.08, 0.06, 0.09, 0.08, 0.08, 0.05, 0.08]
}

Record 2
{
  "formula": "C7H12NO3",
  "method": "ωB97M-V with the def2-TZVPD basis set",
  "fmax_ev_per_a": 5.9,
  "homo_energy_ev": -12.465,
  "gap_ev": 9.139,
  "e_above_lowest_kj_mol": 362.6,
  "charge": 1,
  "elements": ["C", "C", "C", "C", "C", "C", "C", "N", "O", "O", "O", "H", "H", "H", "H", "H", "H", "H", "H", "H", "H", "H", "H"],
  "coordinates": [[2.93633, 0.30806, -1.00199], [1.54170, 0.18428, -1.39436], [2.99448, 0.10737, 0.33400], [0.87252, -0.13073, -0.28338], [-1.11022, -2.15353, 0.62143], [-2.04948, 1.18949, -1.51450], [-1.05157, 0.20631, 0.46239], [-0.60019, 0.75286, 1.86892], [1.69774, -0.20562, 0.78821], [-1.77930, -0.86548, 0.49261], [-1.42470, 1.31176, -0.23014], [3.63006, 0.65436, -1.70710], [1.14707, 0.48721, -2.40596], [3.77691, -0.19602, 0.89590], [-0.15297, -1.89124, 1.13196], [-0.89322, -2.64484, -0.31537], [-1.78142, -2.76506, 1.29528], [-2.93612, 0.57903, -1.41632], [-1.34491, 0.59861, -2.25576], [-1.96704, 2.21167, -1.93456], [0.27977, 1.15127, 1.75230], [-1.37275, 1.26318, 2.28602], [-0.41272, -0.15296, 2.53041]],
  "nbo_charge": [-0.26, -0.34, 0.07, 0.18, -0.25, -0.27, 0.80, -0.74, -0.51, -0.52, -0.53, 0.25, 0.25, 0.21, 0.19, 0.23, 0.23, 0.22, 0.19, 0.24, 0.46, 0.45, 0.46]
}

Record 3
{
  "formula": "C2HNOS",
  "method": "ωB97M-V with the def2-TZVPD basis set",
  "fmax_ev_per_a": 7.3,
  "homo_energy_ev": [-8.151, -11.391],
  "spin_multiplicity": 3,
  "gap_ev": [8.821, 7.733],
  "e_above_lowest_kj_mol": 78.1,
  "s_squared": 2.01,
  "elements": ["C", "C", "N", "O", "S", "H"],
  "coordinates": [[0.11663, 1.59964, 1.18538], [-0.21349, 0.10376, 0.64565], [0.26204, 2.71908, 1.40142], [-0.77260, -2.26205, 1.53002], [-0.67139, -0.85528, 1.88613], [-0.13845, -0.13453, -0.42247]],
  "nbo_charge": [0.20, -0.42, -0.27, -0.69, 0.92, 0.26]
}

Record 4
{
  "formula": "C12H21N2O2",
  "method": "ωB97M-V with the def2-TZVPD basis set",
  "fmax_ev_per_a": 1.9,
  "homo_energy_ev": -11.758,
  "smiles": "COc1ccc([C@@H]([NH2+]CCO)N(C)C)cc1",
  "gap_ev": 9.067,
  "e_above_lowest_kj_mol": 49.7,
  "charge": 1,
  "elements": ["C", "O", "C", "C", "C", "C", "C", "N", "C", "C", "C", "C", "H", "H", "H", "H", "H", "H", "H", "H", "H", "H", "H", "H", "H", "H", "O", "C", "C", "N", "H", "H", "H", "H", "H", "H", "H"],
  "coordinates": [[-3.15553, -3.02424, 3.33743], [-1.72945, -2.95022, 3.08739], [-1.25299, -2.00855, 2.21965], [0.15058, -1.84614, 2.19570], [0.69937, -0.83340, 1.43264], [-0.10889, -0.02538, 0.63630], [0.57671, 1.01102, -0.21453], [-0.19774, 2.18212, -0.38920], [0.49613, 3.33846, -0.96553], [-1.12930, 2.56183, 0.70295], [-1.49244, -0.25171, 0.57175], [-2.08420, -1.20135, 1.40176], [-3.21648, -3.81363, 4.08600], [-3.53631, -2.07471, 3.74061], [-3.70759, -3.30899, 2.43050], [0.77306, -2.47281, 2.82534], [1.78479, -0.68455, 1.40932], [1.62559, 1.26288, 0.12295], [-0.05069, 4.24116, -0.66009], [1.53253, 3.39920, -0.61155], [0.48760, 3.28425, -2.05429], [-1.07487, 3.63933, 0.88923], [-2.16039, 2.33939, 0.41707], [-0.91074, 2.03807, 1.63489], [-2.14225, 0.29940, -0.11734], [-3.17502, -1.27300, 1.45568], [3.45327, -0.96055, -2.16652], [2.89484, -0.21650, -3.22422], [1.37528, -0.06534, -3.02904], [0.88820, -0.09786, -1.61099], [4.36713, -1.16544, -2.40581], [3.35664, 0.77378, -3.27081], [3.02608, -0.71763, -4.18904], [0.97554, 0.84723, -3.48230], [0.92574, -0.90733, -3.59173], [1.60836, -0.53151, -1.04695], [0.12744, -0.78723, -1.56723]],
  "nbo_charge": [-0.26, -0.48, 0.35, -0.25, -0.17, -0.20, 0.23, -0.46, -0.41, -0.41, -0.11, -0.32, 0.22, 0.19, 0.19, 0.25, 0.22, 0.21, 0.22, 0.19, 0.20, 0.22, 0.20, 0.21, 0.22, 0.24, -0.74, -0.08, -0.25, -0.61, 0.50, 0.17, 0.19, 0.23, 0.22, 0.43, 0.42]
}